No. 1
{
  "formula": "C23H28N2O4S",
  "method": "ωB97M-V/def2-TZVPD",
  "species": ["O", "C", "C", "C", "C", "C", "C", "C", "C", "O", "C", "C", "C", "C", "C", "C", "S", "C", "C", "C", "H", "H", "H", "H", "H", "H", "H", "H", "H", "H", "H", "H", "H", "H", "C", "N", "C", "C", "O", "H", "H", "H", "H", "H", "H", "H", "C", "N", "C", "C", "O", "H", "H", "H", "H", "H", "H", "H"],
  "coordinates": [[-4.896, -3.046, 1.251], [-4.994, -2.203, 0.393], [-6.364, -1.668, -0.142], [-7.468, -1.412, 0.758], [-8.720, -0.881, 0.194], [-8.757, -0.630, -1.242], [-7.648, -0.896, -2.155], [-6.415, -1.427, -1.601], [-5.130, -1.728, -2.445], [-5.146, -2.245, -3.533], [-3.797, -1.293, -1.744], [-2.710, -0.655, -2.463], [-1.515, -0.253, -1.690], [-0.362, 0.431, -2.512], [1.051, -0.082, -2.030], [1.736, 0.773, -0.896], [1.724, 2.595, -1.169], [-1.452, -0.507, -0.263], [-2.563, -1.156, 0.463], [-3.745, -1.549, -0.287], [-7.318, -1.640, 1.835], [-9.566, -0.691, 0.885], [-9.690, -0.201, -1.671], [-7.733, -0.708, -3.247], [-2.822, -0.465, -3.553], [-0.492, 0.049, -3.567], [-0.463, 1.541, -2.574], [0.876, -1.106, -1.584], [1.748, -0.258, -2.893], [2.832, 0.464, -0.882], [1.356, 0.568, 0.136], [0.378, 2.911, -1.180], [-0.581, -0.208, 0.359], [-2.495, -1.308, 1.568], [2.822, 4.025, 3.064], [2.961, 2.748, 2.394], [3.034, 1.511, 2.946], [2.964, 1.405, 4.448], [3.155, 0.524, 2.227], [1.908, 4.505, 2.708], [3.677, 4.650, 2.799], [2.775, 3.918, 4.144], [3.014, 2.738, 1.386], [3.036, 0.358, 4.737], [3.794, 1.948, 4.903], [2.013, 1.800, 4.809], [6.611, -0.673, 1.244], [5.657, -0.336, 0.208], [5.655, -0.727, -1.093], [6.769, -1.628, -1.559], [4.766, -0.349, -1.846], [6.079, -1.175, 2.055], [7.050, 0.250, 1.627], [7.402, -1.322, 0.877], [4.880, 0.264, 0.452], [6.631, -1.853, -2.615], [7.733, -1.131, -1.434], [6.754, -2.566, -1.000]],
  "multiplicity": 1,
  "homo_lumo_gap_ev": 8.51,
  "smiles": "O=C1c2ccccc2C(=O)c2cc(CCCS)ccc21.CNC(C)=O.CNC(C)=O",
  "total_energy_ev": -46309.557,
  "total_charge": 0,
  "lumo_ev": -0.43
}


No. 2
{
  "formula": "C9H10N2",
  "method": "ωB97M-V/def2-TZVPD",
  "species": ["C", "C", "C", "C", "C", "C", "C", "N", "C", "N", "C", "H", "H", "H", "H", "H", "H", "H", "H", "H", "H"],
  "coordinates": [[3.361, -1.106, 0.828], [1.980, -0.612, 0.454], [1.563, 0.554, 1.081], [0.324, 1.135, 0.946], [-0.466, 0.539, 0.009], [-0.089, -0.580, -0.635], [1.131, -1.271, -0.474], [-1.094, -0.980, -1.662], [-2.062, -0.206, -1.214], [-1.837, 0.715, -0.187], [-2.772, 1.568, 0.338], [3.249, -2.153, 1.055], [3.968, -1.049, -0.047], [3.792, -0.763, 1.833], [2.187, 0.832, 1.941], [-0.074, 2.035, 1.605], [1.236, -2.105, -1.187], [-2.889, -0.318, -1.765], [-2.162, 2.204, 0.968], [-3.235, 1.993, -0.552], [-3.374, 1.047, 1.091]],
  "multiplicity": 1,
  "homo_lumo_gap_ev": 9.11,
  "smiles": "Cc1ccc2c(c1)ncn2C",
  "total_energy_ev": -12473.643,
  "total_charge": 0,
  "lumo_ev": 0.82
}


No. 3
{
  "formula": "C9H24N4PdS3",
  "method": "ωB97M-V/def2-TZVPD",
  "species": ["Pd", "S", "S", "C", "C", "C", "N", "C", "C", "H", "H", "H", "H", "H", "H", "H", "H", "C", "H", "H", "H", "H", "H", "H", "H", "C", "C", "H", "H", "H", "H", "N", "N", "C", "N", "S", "H", "H", "H", "H", "H"],
  "coordinates": [[0.248, 0.163, -0.226], [1.111, -1.693, -1.500], [-0.619, 2.379, 0.211], [2.206, -0.778, -2.632], [-0.301, -1.916, -2.607], [-0.992, -0.623, -2.976], [-1.314, 0.144, -1.749], [-1.880, 1.469, -2.098], [-2.083, 2.289, -0.844], [-0.992, -2.578, -2.073], [0.077, -2.430, -3.494], [-1.936, -0.827, -3.506], [-0.369, 0.006, -3.624], [-2.840, 1.303, -2.611], [-1.200, 1.961, -2.805], [-2.868, 1.845, -0.222], [-2.356, 3.320, -1.085], [0.469, 3.325, -0.901], [-2.031, -0.377, -1.235], [0.601, 2.858, -1.884], [1.442, 3.404, -0.403], [0.027, 4.324, -1.004], [3.109, -0.527, -2.064], [1.759, 0.143, -3.025], [2.467, -1.460, -3.450], [-4.352, -2.748, 1.767], [-3.430, -2.778, 2.746], [-4.416, -3.537, 1.010], [-5.098, -1.947, 1.701], [-2.712, -3.601, 2.829], [-3.393, -2.006, 3.522], [0.017, -0.702, 1.785], [1.147, -0.532, 2.643], [2.208, 0.178, 2.216], [3.154, 0.379, 3.151], [2.415, 0.744, 0.634], [-0.157, -1.700, 1.661], [-0.811, -0.275, 2.216], [1.031, -0.763, 3.632], [3.987, 0.892, 2.903], [3.037, 0.064, 4.106]],
  "multiplicity": 3,
  "homo_lumo_gap_ev": [8.32, 6.69],
  "total_energy_ev": -51652.739,
  "total_charge": 2,
  "lumo_ev": [-5.63, -8.39]
}


No. 4
{
  "formula": "C18H31F4NO16",
  "method": "ωB97M-V/def2-TZVPD",
  "species": ["N", "H", "H", "H", "H", "O", "H", "C", "C", "O", "C", "O", "O", "F", "H", "H", "H", "C", "C", "O", "C", "O", "O", "F", "H", "H", "H", "C", "C", "O", "C", "O", "O", "F", "H", "H", "H", "C", "C", "O", "C", "O", "O", "F", "H", "H", "H", "C", "O", "C", "C", "O", "C", "C", "O", "C", "H", "H", "H", "H", "H", "H", "H", "H", "H", "H", "H", "H", "H", "H"],
  "coordinates": [[1.163, -0.435, 1.103], [0.857, 0.499, 0.854], [1.815, -0.611, 0.333], [0.413, -1.127, 1.290], [1.796, -0.286, 1.998], [-1.497, -0.007, 0.015], [-1.048, 0.865, -0.524], [-3.448, -3.513, -2.294], [-1.994, -2.818, -2.238], [-1.716, -2.437, -3.606], [-2.420, -3.233, -4.343], [-2.316, -3.195, -5.565], [-3.379, -4.007, -3.620], [-1.006, -3.604, -1.731], [-4.235, -2.862, -2.209], [-3.335, -4.213, -1.409], [-1.995, -1.922, -1.637], [0.706, 4.838, -1.868], [-0.083, 3.663, -1.121], [0.719, 3.211, -0.054], [1.798, 3.900, -0.001], [2.743, 3.713, 0.779], [1.894, 4.855, -0.872], [-0.212, 2.728, -2.222], [0.297, 5.945, -1.719], [1.110, 4.595, -2.932], [-1.123, 4.091, -0.843], [-2.507, 1.493, 2.722], [-2.153, 2.887, 2.262], [-2.087, 3.565, 3.648], [-2.455, 2.687, 4.529], [-2.627, 2.937, 5.775], [-2.674, 1.483, 4.102], [-2.980, 3.425, 1.333], [-1.586, 0.787, 2.336], [-3.519, 1.273, 2.100], [-1.120, 2.985, 1.656], [-4.678, -1.373, 1.102], [-3.512, -2.354, 1.311], [-4.205, -3.624, 1.044], [-5.389, -3.554, 0.531], [-5.950, -4.423, 0.020], [-5.732, -2.251, 0.448], [-3.100, -2.340, 2.609], [-4.187, -0.652, 0.558], [-4.950, -1.119, 2.015], [-2.721, -2.274, 0.766], [4.780, -2.191, 2.141], [3.953, -1.103, 2.220], [4.618, 0.271, 2.077], [4.866, 0.506, 0.564], [3.796, 0.465, -0.168], [3.919, 0.826, -1.504], [2.622, 0.543, -2.230], [2.242, -0.843, -2.012], [1.085, -1.245, -2.750], [4.142, -3.009, 2.450], [5.492, -2.082, 2.887], [4.908, -2.587, 1.164], [5.557, 0.237, 2.673], [3.746, 1.115, 2.465], [5.489, -0.314, 0.252], [5.494, 1.522, 0.401], [4.740, 0.156, -1.984], [4.196, 1.867, -1.438], [2.959, 0.612, -3.252], [1.848, 1.295, -1.898], [0.196, -0.739, -2.099], [0.958, -2.368, -2.472], [1.006, -1.155, -3.944]],
  "multiplicity": 1,
  "homo_lumo_gap_ev": 8.19,
  "total_energy_ev": -64278.463,
  "total_charge": 0,
  "lumo_ev": -0.30
}


No. 5
{
  "formula": "C12H38N2O8",
  "method": "ωB97M-V/def2-TZVPD",
  "species": ["C", "O", "C", "C", "N", "C", "C", "O", "C", "H", "H", "H", "H", "H", "H", "H", "H", "H", "H", "H", "H", "H", "H", "H", "C", "O", "C", "C", "N", "C", "C", "O", "C", "H", "H", "H", "H", "H", "H", "H", "H", "H", "H", "H", "H", "H", "H", "H", "O", "H", "H", "O", "H", "H", "O", "H", "H", "O", "H", "H"],
  "coordinates": [[6.550, 19.758, 1.938], [5.757, 20.481, 1.002], [5.556, 21.838, 1.340], [6.778, 22.671, 0.921], [7.070, 22.586, -0.511], [8.285, 23.375, -0.795], [8.833, 22.901, -2.136], [9.253, 21.560, -2.147], [10.176, 21.241, -1.133], [5.898, 19.587, 2.796], [7.493, 20.188, 2.276], [6.794, 18.801, 1.478], [5.398, 22.084, 2.398], [4.652, 22.143, 0.813], [7.639, 22.258, 1.463], [6.533, 23.690, 1.234], [7.320, 21.607, -0.641], [8.993, 23.219, 0.028], [8.015, 24.425, -0.908], [9.603, 23.529, -2.607], [8.029, 23.098, -2.852], [10.634, 20.273, -1.314], [9.692, 21.160, -0.152], [10.948, 22.012, -1.064], [4.769, 16.830, 2.822], [5.222, 17.470, 4.021], [4.204, 18.224, 4.694], [4.892, 18.692, 5.963], [6.010, 19.585, 5.669], [5.609, 20.958, 5.370], [6.801, 21.860, 5.392], [7.746, 21.580, 4.389], [8.674, 22.629, 4.116], [5.505, 16.090, 2.531], [4.639, 17.660, 2.121], [3.802, 16.377, 3.063], [3.405, 17.496, 4.857], [3.927, 19.051, 4.036], [5.237, 17.852, 6.574], [4.270, 19.257, 6.667], [6.559, 19.185, 4.911], [4.803, 21.245, 6.050], [5.088, 21.127, 4.412], [7.329, 21.778, 6.354], [6.522, 22.924, 5.386], [9.181, 22.951, 5.026], [8.076, 23.467, 3.745], [9.332, 22.305, 3.318], [10.803, 16.914, 6.418], [10.154, 16.375, 6.879], [10.622, 17.814, 6.717], [9.465, 19.461, 5.114], [8.663, 19.175, 5.566], [9.179, 20.270, 4.661], [9.981, 18.686, 8.657], [10.291, 19.584, 8.814], [9.074, 18.794, 8.327], [7.431, 18.941, 8.128], [6.732, 18.978, 7.431], [7.201, 19.642, 8.747]],
  "multiplicity": 1,
  "homo_lumo_gap_ev": 9.52,
  "smiles": "COCCNCCOC.COCCNCCOC.O.O.O.O",
  "total_energy_ev": -32417.418,
  "total_charge": 0,
  "lumo_ev": 0.34
}


No. 6
{
  "formula": "C2H9N2O",
  "method": "ωB97M-V/def2-TZVPD",
  "species": ["C", "N", "H", "H", "H", "H", "H", "N", "C", "O", "H", "H", "H", "H"],
  "coordinates": [[-1.206, 2.211, -0.930], [-1.316, 0.783, -1.185], [-0.315, 2.675, -1.359], [-1.188, 2.362, 0.147], [-2.097, 2.738, -1.288], [-1.191, 0.614, -2.179], [-0.496, 0.335, -0.717], [0.539, -1.702, 1.787], [0.890, -1.404, 0.359], [1.015, -0.091, 0.131], [1.142, -2.392, 2.204], [0.643, -0.836, 2.294], [1.824, -1.975, 0.133], [0.097, -1.871, -0.262]],
  "multiplicity": 1,
  "homo_lumo_gap_ev": 7.16,
  "total_energy_ev": -7247.302,
  "total_charge": -1,
  "lumo_ev": 4.45
}


No. 7
{
  "formula": "C37H63N3O21",
  "method": "ωB97M-V/def2-TZVPD",
  "species": ["C", "C", "C", "O", "C", "O", "O", "H", "H", "H", "H", "H", "H", "C", "C", "C", "O", "C", "O", "O", "H", "H", "H", "H", "H", "H", "C", "C", "C", "O", "C", "O", "O", "H", "H", "H", "H", "H", "H", "C", "C", "C", "O", "C", "O", "O", "H", "H", "H", "H", "H", "H", "C", "O", "C", "O", "O", "C", "H", "H", "H", "H", "H", "H", "C", "O", "C", "O", "O", "C", "H", "H", "H", "H", "H", "H", "C", "O", "C", "O", "O", "C", "H", "H", "H", "H", "H", "H", "C", "C", "C", "C", "N", "H", "H", "H", "H", "H", "H", "H", "C", "C", "C", "C", "N", "H", "H", "H", "H", "H", "H", "H", "C", "C", "C", "C", "N", "H", "H", "H", "H", "H", "H", "H"],
  "coordinates": [[1.691, 5.269, -2.538], [1.963, 5.415, -4.068], [0.719, 5.844, -4.959], [1.151, 6.949, -5.685], [2.328, 7.353, -5.151], [2.907, 8.389, -5.542], [2.817, 6.553, -4.242], [1.606, 6.265, -2.157], [2.598, 4.792, -2.206], [0.772, 4.818, -2.259], [2.432, 4.537, -4.507], [-0.166, 6.043, -4.334], [0.435, 5.094, -5.644], [1.232, -1.742, 0.817], [2.366, -2.475, 0.063], [3.479, -1.627, -0.467], [4.676, -2.272, -0.117], [4.386, -3.284, 0.705], [5.252, -3.992, 1.182], [3.046, -3.406, 0.877], [0.890, -0.839, 0.359], [1.516, -1.365, 1.804], [0.376, -2.381, 1.026], [1.825, -2.986, -0.777], [3.536, -0.670, 0.079], [3.411, -1.500, -1.567], [0.255, 4.160, 2.489], [-0.518, 4.290, 1.235], [-1.805, 4.920, 1.534], [-2.085, 5.786, 0.454], [-0.962, 6.046, -0.154], [-0.731, 6.948, -0.943], [-0.035, 5.176, 0.239], [0.414, 5.105, 2.950], [1.278, 3.794, 2.267], [-0.188, 3.419, 3.087], [-0.707, 3.314, 0.832], [-1.784, 5.529, 2.445], [-2.563, 4.168, 1.588], [-4.380, -5.934, 6.023], [-3.460, -4.739, 5.580], [-2.750, -4.965, 4.226], [-3.587, -4.176, 3.446], [-4.330, -3.373, 4.098], [-5.019, -2.554, 3.536], [-4.251, -3.613, 5.391], [-4.813, -5.612, 6.935], [-3.754, -6.751, 6.393], [-5.129, -6.246, 5.226], [-2.729, -4.496, 6.404], [-2.775, -6.050, 3.960], [-1.673, -4.790, 4.234], [5.968, 4.107, 0.508], [5.227, 3.320, -0.413], [3.956, 3.165, -0.114], [3.286, 3.905, 0.877], [3.304, 2.255, -0.863], [1.950, 1.938, -0.560], [5.933, 3.614, 1.462], [5.559, 5.117, 0.603], [7.043, 4.159, 0.108], [1.369, 2.760, -0.326], [2.014, 1.259, 0.286], [1.427, 1.360, -1.300], [-1.602, 1.838, -1.530], [-1.213, 0.995, -0.532], [-2.058, 0.092, -0.062], [-3.393, 0.148, -0.448], [-1.557, -0.795, 0.849], [-2.414, -1.800, 1.341], [-0.974, 2.763, -1.616], [-2.596, 2.204, -1.357], [-1.762, 1.335, -2.467], [-2.872, -2.300, 0.489], [-3.201, -1.237, 1.908], [-1.931, -2.489, 2.012], [0.749, -5.247, 0.635], [-0.492, -4.758, 0.108], [-1.625, -5.273, 0.512], [-1.735, -6.297, 1.465], [-2.758, -4.767, -0.170], [-4.072, -5.309, 0.096], [0.966, -4.735, 1.597], [1.534, -5.106, -0.084], [0.737, -6.321, 0.870], [-4.072, -6.359, 0.058], [-4.714, -4.785, -0.584], [-4.330, -5.068, 1.112], [-1.793, -1.288, 4.941], [-0.358, -1.871, 4.680], [0.712, -0.834, 4.547], [0.311, 0.057, 3.451], [-0.022, 0.764, 2.610], [-2.408, -2.111, 5.244], [-2.245, -0.977, 4.009], [-1.802, -0.489, 5.657], [-0.380, -2.479, 3.766], [-0.102, -2.523, 5.494], [1.700, -1.240, 4.283], [0.959, -0.307, 5.479], [3.145, 1.471, -4.295], [2.168, 1.445, -5.593], [0.627, 1.223, -5.385], [0.062, 2.314, -4.605], [-0.347, 3.171, -4.012], [2.896, 0.585, -3.760], [3.020, 2.395, -3.658], [4.124, 1.345, -4.667], [2.616, 0.650, -6.216], [2.246, 2.331, -6.261], [0.531, 0.258, -5.007], [0.116, 1.234, -6.308], [-2.777, -1.707, -3.040], [-1.637, -2.697, -3.232], [-0.517, -2.809, -2.150], [0.436, -1.670, -2.370], [1.213, -0.845, -2.512], [-3.360, -1.915, -2.181], [-3.436, -1.726, -3.973], [-2.350, -0.758, -2.817], [-1.157, -2.621, -4.214], [-2.049, -3.697, -3.206], [0.039, -3.730, -2.173], [-0.999, -2.781, -1.164]],
  "multiplicity": 1,
  "homo_lumo_gap_ev": 9.83,
  "smiles": "C[C@H]1COC(=O)O1.C[C@H]1COC(=O)O1.C[C@H]1COC(=O)O1.C[C@H]1COC(=O)O1.COC(=O)OC.COC(=O)OC.COC(=O)OC.CCCC#N.CCCC#N.CCCC#N",
  "total_energy_ev": -86852.946,
  "total_charge": 0,
  "lumo_ev": -0.03
}


No. 8
{
  "formula": "C3H7NOS",
  "method": "ωB97M-V/def2-TZVPD",
  "species": ["N", "C", "C", "O", "C", "S", "H", "H", "H", "H", "H", "H", "H"],
  "coordinates": [[0.240, 1.593, -0.086], [-0.250, 0.273, -0.434], [-1.754, 0.308, -0.212], [-2.333, -0.394, 0.567], [0.386, -0.921, 0.277], [2.183, -0.799, 0.109], [1.175, 1.753, -0.430], [0.207, 1.757, 0.911], [-0.116, 0.172, -1.517], [-2.289, 1.112, -0.756], [0.044, -0.969, 1.310], [0.032, -1.831, -0.209], [2.475, -2.052, 0.471]],
  "multiplicity": 1,
  "homo_lumo_gap_ev": 10.02,
  "smiles": "N[C@H](C=O)CS",
  "total_energy_ev": -17596.819,
  "total_charge": 0,
  "lumo_ev": 0.75
}